(1)
{
  "formula": "C49H97O24P",
  "method": "ωB97M-V with the def2-TZVPD basis set",
  "species": ["C", "C", "C", "C", "C", "C", "O", "O", "H", "H", "H", "H", "H", "H", "C", "C", "C", "C", "C", "C", "O", "O", "H", "H", "H", "H", "H", "H", "C", "C", "C", "C", "C", "C", "O", "O", "H", "H", "H", "H", "H", "H", "C", "O", "P", "O", "O", "C", "O", "C", "H", "H", "H", "H", "H", "H", "H", "H", "H", "C", "O", "C", "C", "O", "C", "H", "H", "H", "H", "H", "H", "H", "H", "H", "H", "C", "O", "C", "C", "O", "C", "H", "H", "H", "H", "H", "H", "H", "H", "H", "H", "C", "O", "C", "C", "O", "C", "H", "H", "H", "H", "H", "H", "H", "H", "H", "H", "C", "O", "C", "C", "O", "C", "H", "H", "H", "H", "H", "H", "H", "H", "H", "H", "C", "O", "C", "C", "O", "C", "H", "H", "H", "H", "H", "H", "H", "H", "H", "H", "C", "O", "C", "C", "O", "C", "H", "H", "H", "H", "H", "H", "H", "H", "H", "H", "C", "O", "C", "C", "O", "C", "H", "H", "H", "H", "H", "H", "H", "H", "H", "H"],
  "coordinates": [[-2.20, 5.65, -2.85], [-2.80, 4.44, -2.45], [-3.09, 4.32, -1.07], [-2.72, 5.27, -0.14], [-1.89, 6.33, -0.57], [-1.71, 6.51, -1.96], [-1.08, 7.67, -2.43], [-3.52, 3.13, -0.50], [-2.02, 5.75, -3.91], [-2.89, 3.55, -3.05], [-2.85, 5.06, 0.91], [-1.47, 6.89, 0.25], [-0.18, 7.83, -2.14], [-3.99, 2.53, -1.08], [-0.02, -2.81, -6.21], [0.25, -3.00, -4.84], [-0.23, -4.10, -4.14], [-1.09, -5.02, -4.83], [-1.30, -4.82, -6.21], [-0.80, -3.74, -6.90], [-1.07, -3.73, -8.24], [-0.15, -4.23, -2.81], [0.61, -2.02, -6.59], [0.80, -2.24, -4.29], [-1.55, -5.75, -4.18], [-1.91, -5.56, -6.70], [-1.78, -4.32, -8.50], [-0.71, -4.91, -2.44], [0.02, 0.39, 0.95], [0.52, -0.88, 0.93], [0.20, -1.61, -0.23], [-0.67, -1.19, -1.23], [-1.10, 0.15, -1.18], [-0.79, 0.92, -0.07], [-0.96, 2.31, -0.11], [0.46, -2.93, -0.27], [0.32, 1.01, 1.79], [1.21, -1.18, 1.70], [-1.13, -1.91, -1.88], [-1.74, 0.58, -1.94], [-1.87, 2.57, -0.28], [0.56, -3.22, -1.18], [4.12, 3.02, -5.71], [2.84, 2.54, -5.27], [2.51, 2.73, -3.72], [3.27, 1.78, -2.87], [0.97, 2.40, -3.56], [-0.11, 2.83, -4.47], [2.51, 4.34, -3.47], [2.33, 4.91, -2.22], [4.67, 3.55, -4.94], [3.85, 3.65, -6.56], [4.71, 2.22, -6.16], [-0.21, 2.32, -5.43], [0.07, 3.79, -4.94], [-1.10, 2.56, -4.10], [1.29, 5.07, -1.97], [2.93, 5.81, -2.35], [2.70, 4.37, -1.35], [3.00, 6.05, 2.20], [2.62, 4.86, 2.83], [1.95, 3.87, 2.11], [0.43, 4.08, 2.33], [-0.06, 3.74, 3.61], [0.32, 4.65, 4.66], [3.52, 5.65, 1.33], [3.60, 6.80, 2.72], [2.20, 6.73, 1.92], [2.32, 2.93, 2.50], [2.12, 3.88, 1.03], [-0.18, 3.49, 1.64], [0.15, 5.13, 2.22], [1.34, 4.47, 5.01], [-0.44, 4.53, 5.43], [0.30, 5.65, 4.25], [1.53, 0.64, 4.68], [2.09, 0.63, 6.02], [1.30, 0.06, 6.95], [1.10, -1.43, 6.55], [0.06, -1.59, 5.50], [-1.22, -1.71, 6.06], [1.80, -0.32, 4.25], [2.04, 1.50, 4.25], [0.48, 0.94, 4.68], [0.34, 0.53, 6.76], [1.73, 0.25, 7.93], [1.06, -2.20, 7.33], [2.04, -1.83, 6.18], [-2.03, -1.55, 5.34], [-1.39, -0.92, 6.80], [-1.34, -2.70, 6.50], [9.27, 1.91, 1.31], [8.00, 1.34, 1.85], [6.80, 2.04, 1.60], [5.58, 1.32, 2.16], [5.32, 0.15, 1.37], [4.01, 0.20, 0.73], [10.16, 1.35, 1.56], [9.40, 2.92, 1.72], [9.13, 2.01, 0.23], [6.77, 2.22, 0.52], [6.85, 3.05, 2.00], [4.81, 2.00, 2.51], [5.95, 0.77, 3.02], [3.71, 1.08, 0.16], [3.43, 0.24, 1.65], [3.59, -0.74, 0.37], [-3.68, -0.88, -4.62], [-4.46, -2.05, -4.84], [-5.34, -2.11, -5.93], [-6.21, -3.33, -5.83], [-7.14, -3.30, -6.94], [-8.41, -3.89, -6.61], [-4.18, 0.02, -4.25], [-3.20, -0.62, -5.56], [-2.81, -1.04, -3.98], [-4.68, -2.18, -6.79], [-5.95, -1.25, -6.18], [-6.88, -3.21, -4.98], [-5.75, -4.32, -5.83], [-8.96, -3.79, -7.55], [-8.92, -3.22, -5.91], [-8.39, -4.87, -6.16], [-2.82, -1.82, 2.79], [-3.66, -0.64, 2.96], [-3.24, 0.62, 2.36], [-3.99, 1.86, 2.99], [-4.04, 2.03, 4.40], [-2.77, 1.86, 4.94], [-2.72, -2.04, 1.73], [-3.13, -2.63, 3.45], [-1.77, -1.61, 3.00], [-3.32, 0.47, 1.29], [-2.16, 0.69, 2.39], [-5.02, 1.63, 2.73], [-3.77, 2.76, 2.42], [-2.50, 2.59, 5.72], [-1.95, 1.72, 4.23], [-2.72, 0.93, 5.51], [4.80, -1.33, 7.60], [4.53, -2.48, 6.79], [4.98, -2.20, 5.40], [4.41, -3.21, 4.39], [4.68, -2.66, 3.09], [3.91, -3.09, 1.98], [4.36, -1.42, 8.59], [4.21, -0.49, 7.23], [5.88, -1.19, 7.58], [6.07, -2.27, 5.37], [4.65, -1.29, 4.90], [3.40, -3.56, 4.57], [4.96, -4.15, 4.30], [4.21, -2.78, 0.98], [2.83, -3.03, 1.98], [4.05, -4.17, 1.86], [-1.37, -7.51, -1.94], [-1.62, -6.15, -1.83], [-2.98, -5.97, -1.91], [-3.32, -4.48, -1.69], [-4.63, -4.13, -1.37], [-5.58, -4.20, -2.27], [-2.05, -8.03, -2.61], [-1.54, -8.03, -0.99], [-0.34, -7.53, -2.29], [-3.48, -6.54, -1.12], [-3.38, -6.34, -2.85], [-3.11, -3.93, -2.61], [-2.94, -4.00, -0.78], [-5.70, -5.18, -2.73], [-5.38, -3.46, -3.05], [-6.56, -3.88, -1.91]],
  "total_energy_ev": -110800.17542,
  "total_charge": -1,
  "homo_ev": [-0.10, -4.44],
  "s_squared": 0.76,
  "spin_multiplicity": 2,
  "homo_lumo_gap_ev": [1.7, 6.1]
}


(2)
{
  "formula": "C17H41AlB2BrCl2F9LiN4O7",
  "method": "ωB97M-V with the def2-TZVPD basis set",
  "species": ["C", "C", "F", "C", "C", "C", "N", "C", "H", "H", "H", "H", "H", "H", "H", "H", "H", "H", "H", "H", "H", "C", "O", "N", "C", "C", "H", "H", "H", "H", "H", "H", "H", "B", "F", "F", "F", "F", "O", "H", "H", "Li", "B", "F", "F", "F", "F", "Al", "Br", "N", "O", "O", "O", "Cl", "C", "C", "Cl", "H", "H", "H", "H", "C", "O", "C", "C", "N", "C", "C", "O", "C", "H", "H", "H", "H", "H", "H", "H", "H", "H", "H", "H", "H", "H", "H", "H"],
  "coordinates": [[5.25, 0.59, 0.81], [4.89, 1.21, -0.56], [5.90, 0.74, -1.43], [5.06, 2.75, -0.48], [3.85, 3.68, -0.71], [4.59, 5.04, -0.64], [5.68, 4.79, -1.66], [6.03, 3.31, -1.58], [6.12, 1.12, 1.22], [4.40, 0.63, 1.51], [5.52, -0.47, 0.67], [3.90, 0.89, -0.92], [5.35, 3.00, 0.55], [3.45, 3.64, -1.74], [2.98, 3.62, -0.06], [3.99, 5.94, -0.78], [5.19, 5.11, 0.28], [5.26, 5.07, -2.54], [6.55, 5.28, -1.45], [7.01, 3.25, -1.10], [5.93, 2.88, -2.57], [2.98, 0.07, 4.66], [4.02, 0.38, 4.17], [2.07, -0.81, 4.04], [0.80, -1.18, 4.62], [2.40, -1.36, 2.82], [2.63, 0.46, 5.63], [0.77, -2.27, 4.77], [-0.01, -0.87, 3.94], [0.65, -0.69, 5.58], [3.33, -1.93, 2.88], [2.55, -0.50, 2.05], [1.58, -2.03, 2.46], [4.27, 9.01, -1.89], [5.42, 9.78, -1.74], [3.84, 8.52, -0.62], [3.25, 9.75, -2.48], [4.57, 7.87, -2.72], [0.28, -1.17, 7.86], [-0.44, -0.89, 8.43], [0.84, -1.70, 8.43], [0.08, -2.56, 2.45], [0.94, 1.46, -1.28], [0.27, 2.60, -1.61], [1.64, 0.93, -2.34], [1.76, 1.65, -0.17], [-0.10, 0.43, -0.89], [-1.75, -0.72, -1.00], [1.44, -0.99, 0.79], [-0.52, -3.96, 6.25], [-1.69, -4.33, 6.24], [0.40, -4.74, 5.96], [-0.24, -2.76, 6.54], [0.91, -9.11, 8.33], [0.46, -8.05, 6.97], [-0.96, -8.29, 6.51], [-1.15, -9.88, 5.72], [1.17, -8.21, 6.17], [0.56, -7.03, 7.32], [-1.23, -7.54, 5.77], [-1.66, -8.24, 7.33], [-5.99, -2.69, -6.99], [-5.56, -1.34, -7.06], [-6.60, -0.42, -7.38], [-6.95, 0.44, -6.18], [-7.61, -0.33, -5.14], [-7.73, 0.35, -3.85], [-6.45, 0.75, -3.13], [-5.68, -0.36, -2.65], [-4.83, -0.96, -3.61], [-5.10, -3.31, -6.95], [-6.58, -2.87, -6.09], [-6.56, -2.97, -7.88], [-7.49, -0.93, -7.77], [-6.22, 0.23, -8.17], [-7.60, 1.26, -6.49], [-6.01, 0.88, -5.81], [-7.10, -1.19, -4.99], [-8.29, -0.31, -3.19], [-8.35, 1.25, -3.99], [-6.74, 1.31, -2.24], [-5.82, 1.42, -3.72], [-4.45, -0.24, -4.33], [-5.34, -1.78, -4.12], [-3.98, -1.39, -3.07]],
  "total_energy_ev": -166277.68128,
  "total_charge": 1,
  "homo_ev": -10.76,
  "homo_lumo_gap_ev": 1.5
}